1.
{
  "formula": "C3H12O2S2",
  "method": "the ωB97M-V functional and the def2-TZVPD basis",
  "symbols": ["C", "C", "S", "S", "C", "H", "H", "H", "H", "H", "H", "H", "H", "H", "H", "O", "H", "H", "O"],
  "coordinates": [[-0.29704, -2.80473, 0.54514], [0.11778, -1.81790, -0.53447], [-0.99806, -0.25926, -0.51975], [-0.52027, 0.70182, -2.22754], [0.94377, 1.68653, -1.60966], [-1.27616, -3.24085, 0.08642], [-0.52769, -2.36135, 1.51323], [0.36819, -3.61620, 0.70252], [1.08084, -1.35563, -0.52147], [0.03333, -2.36362, -1.47440], [1.66797, 2.01628, -2.34954], [0.53510, 2.60618, -1.10742], [1.38490, 1.00264, -0.82737], [-1.89639, 2.27063, 0.45166], [-0.74776, 2.40662, 1.51576], [-1.24162, 2.88428, 0.82055], [0.38782, 0.61701, 2.58395], [0.21771, 0.60443, 1.12946], [0.76758, 1.02313, 1.82291]],
  "smiles": "CCSSC.O.O",
  "e_lumo_ev": 0.478,
  "gap_ev": 9.660,
  "homo_energy_ha": -0.337,
  "charge": 0
}

=====

2.
{
  "formula": "C3H12O3",
  "method": "the ωB97M-V functional and the def2-TZVPD basis",
  "symbols": ["C", "C", "C", "O", "H", "H", "H", "H", "H", "H", "H", "H", "H", "H", "O", "H", "H", "O"],
  "coordinates": [[-1.15333, -0.02586, 2.06636], [-1.12357, 0.38231, 0.60105], [-1.37271, 1.86738, 0.44121], [-2.11901, -0.29970, -0.14063], [-1.11643, -1.10086, 2.19293], [-2.09531, 0.32902, 2.48158], [-0.36336, 0.46178, 2.62157], [-0.12704, 0.20219, 0.18858], [-0.60452, 2.44902, 0.94722], [-2.35596, 2.14444, 0.82283], [-1.36258, 2.18359, -0.59772], [-1.92319, -1.24232, -0.20745], [7.22504, -1.36014, -0.99488], [6.20006, -2.35650, -1.47833], [6.29473, -1.59405, -0.89301], [-0.60469, -0.57827, -2.94162], [-1.92333, -0.47105, -2.20910], [-1.47480, -0.99097, -2.90058]],
  "smiles": "CC(C)O.O.O",
  "e_lumo_ev": 0.808,
  "gap_ev": 11.390,
  "homo_energy_ha": -0.389,
  "charge": 0
}

=====

3.
{
  "formula": "C3H12O3",
  "method": "the ωB97M-V functional and the def2-TZVPD basis",
  "symbols": ["C", "O", "H", "H", "H", "H", "C", "O", "H", "H", "H", "H", "C", "O", "H", "H", "H", "H"],
  "coordinates": [[-0.89816, -0.56118, 0.05919], [0.39081, -0.09552, 0.51951], [-1.21399, -0.10795, -0.88045], [-0.72668, -1.62691, -0.09219], [-1.63173, -0.49008, 0.86226], [0.37584, 0.85218, 0.67197], [-1.48952, 2.07938, 0.63647], [-0.13319, 2.29273, 0.29415], [-2.10873, 2.97629, 0.65132], [-1.98522, 1.40622, -0.06299], [-1.56735, 1.59237, 1.60851], [-0.24430, 2.82804, -0.49496], [1.54562, -1.81591, -0.45273], [2.71403, -1.43476, -1.10215], [1.80834, -2.03786, 0.58159], [0.85234, -0.99141, -0.61904], [1.05047, -2.65404, -0.94310], [3.26148, -2.21167, -1.23741]],
  "smiles": "CO.CO.CO",
  "e_lumo_ev": 0.649,
  "gap_ev": 9.826,
  "homo_energy_ha": -0.337,
  "charge": 0
}

=====

4.
{
  "formula": "C3H12O3",
  "method": "the ωB97M-V functional and the def2-TZVPD basis",
  "symbols": ["C", "C", "C", "H", "H", "H", "H", "H", "H", "H", "H", "O", "H", "H", "O", "H", "H", "O"],
  "coordinates": [[-0.82876, -2.79249, 1.12688], [-1.17708, -2.21594, -0.19878], [-1.13433, -0.91700, -0.64465], [0.24385, -3.08021, 1.16618], [-1.08952, -2.07705, 1.90142], [-1.40175, -3.70931, 1.16755], [-1.68575, -2.99802, -0.81368], [-1.59165, -0.43677, -1.49639], [-0.75068, -0.11203, -0.07943], [-0.24198, 3.98178, 0.85054], [0.01249, 2.71934, -0.18262], [0.22118, 3.61313, 0.09174], [0.40455, 1.74424, -2.98611], [1.90052, 2.05568, -3.04848], [1.22306, 1.66315, -2.48752], [2.34828, 1.22382, 2.49087], [1.80729, 0.70920, 1.09317], [1.74028, 0.62847, 2.04931]],
  "e_lumo_ev": [-5.485, -9.406],
  "gap_ev": [8.505, 4.584],
  "homo_energy_ha": [-0.514, -0.514],
  "charge": 1,
  "spin_multiplicity": 2
}

=====

5.
{
  "formula": "C3H12O3S2",
  "method": "the ωB97M-V functional and the def2-TZVPD basis",
  "symbols": ["C", "C", "O", "C", "S", "S", "H", "H", "H", "H", "H", "H", "H", "H", "H", "H", "O", "H", "H", "O"],
  "coordinates": [[-0.91320, -0.26163, -0.70877], [-1.52593, -1.63792, -0.75613], [-0.64295, -2.67339, -1.21006], [-1.86270, 0.73252, -0.06654], [-1.13004, 2.38063, 0.16270], [0.24717, 1.85790, 1.82676], [-0.63065, 0.08875, -1.69285], [0.00303, -0.30992, -0.14518], [-1.83723, -1.93973, 0.24320], [-2.43347, -1.65521, -1.37181], [-0.36954, -2.45946, -2.10312], [-2.17893, 0.38253, 0.93477], [-2.73455, 0.84606, -0.68616], [1.29078, 1.45239, 1.10152], [1.27653, -2.21302, 1.35743], [0.82191, -2.72385, -0.03341], [1.61859, -2.55188, 0.52650], [3.85838, -1.01253, -1.34505], [2.57985, -1.35261, -0.55680], [2.98836, -0.68099, -1.13629]],
  "e_lumo_ev": [2.997, 2.982],
  "gap_ev": [3.209, 6.861],
  "homo_energy_ha": [-0.008, -0.143],
  "charge": -1,
  "spin_multiplicity": 2
}

=====

6.
{
  "formula": "C3H12O3S2",
  "method": "the ωB97M-V functional and the def2-TZVPD basis",
  "symbols": ["C", "C", "O", "C", "S", "S", "H", "H", "H", "H", "H", "H", "H", "H", "H", "H", "O", "H", "H", "O"],
  "coordinates": [[0.92525, -0.41134, -0.12363], [1.70058, 0.37624, -1.13348], [0.88868, 1.29078, -1.94451], [1.56961, -0.34564, 1.26247], [0.79506, -1.18179, 2.65123], [-0.63335, 0.02173, 3.31222], [0.92950, -1.48517, -0.36668], [-0.15591, -0.30311, -0.05349], [2.33380, 1.12940, -0.65173], [2.29828, -0.12444, -1.89272], [-0.05986, 1.19587, -1.84189], [1.74643, 0.70408, 1.53671], [2.61858, -0.65354, 1.20826], [-1.73488, -0.39285, 2.64177], [-1.87895, 1.17839, -1.63601], [-2.16121, 2.07390, -0.42727], [-1.96482, 1.15935, -0.67460], [-2.33444, -1.84788, 0.03105], [-2.70702, -0.79735, -1.00915], [-2.17532, -1.58665, -0.88854]],
  "smiles": "OCCCSS.O.O",
  "e_lumo_ev": 0.143,
  "gap_ev": 9.331,
  "homo_energy_ha": -0.338,
  "charge": 0
}

=====

- Which value of charge does entry 4 give?
  +1

=====

- Which formula does entry 6 have?
  C3H12O3S2

=====

- What is the charge in the fifth record?
  -1